# H26O13

A cluster of 13 separate species, H26O13 in total in a non-equilibrium geometry (wB97M-V/def2-TZVPD, OMol25).

Element x y z (Å)
O: 44.83 24.04 49.36
H: 45.39 23.14 49.32
H: 44.63 24.10 50.27
O: 47.19 23.36 46.80
H: 47.01 23.42 47.76
H: 48.09 23.16 46.53
O: 49.04 24.08 48.89
H: 49.63 23.45 49.25
H: 49.20 25.00 49.24
O: 44.85 18.85 48.48
H: 44.92 18.74 49.55
H: 44.29 19.72 48.25
O: 46.69 22.36 52.37
H: 46.97 23.02 51.78
H: 45.77 22.35 51.95
O: 47.71 24.49 50.55
H: 48.09 24.24 49.81
H: 48.55 24.62 51.05
O: 44.47 21.78 51.42
H: 44.21 21.65 50.53
H: 44.06 22.53 51.78
O: 43.60 21.20 48.51
H: 42.66 21.36 48.54
H: 44.15 21.57 47.79
O: 49.98 22.32 51.17
H: 49.73 21.41 50.78
H: 50.95 22.21 51.02
O: 48.33 20.39 51.85
H: 48.01 20.71 52.61
H: 48.10 19.51 51.81
O: 47.47 19.56 48.69
H: 46.47 19.21 48.74
H: 47.85 18.86 48.15
O: 49.93 20.53 49.76
H: 50.76 20.21 49.70
H: 49.26 19.86 49.41
O: 46.90 22.17 49.22
H: 46.68 21.26 48.87
H: 47.50 21.95 49.86

Calculated values
- total charge = 0
- relative energy (zero: lowest compared OMol25 entry of this formula, charge and spin) (kJ/mol) = 605.4